10
Properties=species:S:1:pos:R:3:lowdin_charge:R:1 method="wB97M-V/def2-TZVPD" total_charge=0 de_lowest_kj_mol=210.5 homo_energy_ev=-9.4
C 0.646 1.057 1.009 -0.58
C 0.739 1.857 -0.350 -0.30
C -0.186 -0.829 -0.842 -0.35
C -0.884 -0.574 0.433 -0.20
N -0.439 0.208 1.328 0.13
O 1.613 1.191 1.714 0.08
S 0.447 0.822 -1.564 0.94
H -0.820 -1.266 -1.606 0.07
H 0.726 -1.407 -0.727 0.09
H -1.841 -1.059 0.607 0.12